(1)
The following is a quantum chemistry calculation of C29H23BrClF3N10O5STc as an isolated structure, from OMol25.

Structure (XYZ):
```
74
C29H23BrClF3N10O5STc | OMol25 | ωB97M-V with the def2-TZVPD basis set
Tc 1.244 1.287 0.255
N 3.902 -0.337 1.841
C 2.733 -0.254 2.553
N 2.534 -0.831 3.719
N 1.289 -0.440 4.063
N 0.774 0.315 3.173
N 1.681 0.464 2.162
C 4.107 0.228 0.614
N 5.228 0.080 -0.052
N 5.011 0.729 -1.220
N 3.859 1.255 -1.260
N 3.218 0.978 -0.071
H 4.583 -1.016 2.141
O 1.035 6.694 3.472
C 1.102 5.547 2.777
C 0.390 4.399 3.118
C 0.543 3.283 2.337
N 1.340 3.232 1.247
C 2.029 4.342 0.945
Br 3.205 4.299 -0.499
C 1.939 5.511 1.674
H 0.445 6.596 4.229
H -0.259 4.361 3.982
H 0.027 2.368 2.596
H 2.520 6.376 1.394
O -0.771 1.285 0.737
S -1.746 0.212 0.165
C -1.998 -0.928 1.482
C -1.905 -2.269 1.143
C -2.074 -3.219 2.141
C -2.304 -2.812 3.445
C -2.372 -1.461 3.769
C -2.223 -0.504 2.784
C -3.276 1.105 0.145
C -3.414 2.316 0.802
C -4.641 2.959 0.752
C -5.701 2.391 0.058
C -5.540 1.180 -0.600
C -4.317 0.530 -0.567
H -1.678 -2.565 0.127
H -2.001 -4.271 1.901
H -2.412 -3.553 4.225
H -2.517 -1.156 4.796
H -2.239 0.549 3.023
H -2.571 2.753 1.319
H -4.769 3.910 1.251
H -6.654 2.901 0.020
H -6.364 0.746 -1.150
H -4.175 -0.407 -1.091
C 1.143 -2.527 -5.434
C 0.883 -3.585 -4.400
C -0.033 -4.605 -4.627
C -0.258 -5.570 -3.661
Cl -1.420 -6.832 -3.972
C 0.429 -5.560 -2.461
C 1.346 -4.547 -2.222
C 1.556 -3.566 -3.178
O 2.482 -2.561 -2.952
C 1.919 -1.382 -2.426
C 1.711 -1.414 -0.926
O 2.189 -2.194 -0.156
O 0.866 -0.436 -0.539
H 0.791 -2.850 -6.412
H 2.205 -2.297 -5.498
H 0.627 -1.597 -5.185
H -0.570 -4.653 -5.565
H 0.257 -6.335 -1.728
H 1.910 -4.508 -1.302
H 0.965 -1.142 -2.907
H 2.608 -0.556 -2.631
F 0.092 3.494 -1.394
C 0.559 2.224 -1.591
F -0.516 1.553 -2.100
F 1.442 2.289 -2.602
```

## Properties
Spin multiplicity: 4
HOMO-LUMO gap (spin up / spin down): 8.10 / 6.79 eV
Expectation value of S²: 3.77
E: -5855.44707 hartree
HOMO (spin up / spin down): -8.42 / -8.45 eV
Total charge: 0

For reference, the Mulliken charges in units of e are: -0.3687, -0.0952, 0.4404, -0.6323, -0.7783, -0.4216, 1.0710, 0.4366, -0.5473, -0.7144, -0.3587, 1.1904, 0.2694, -0.5437, 0.9771, -1.0131, -0.2870, 0.3334, 0.1510, -0.0264, -0.6708, 0.3129, 0.3653, 0.4428, 0.4883, 0.1566, 0.1496, 0.9584, -0.4093, -0.7297, -0.4669, -0.7141, -0.2149, 0.4266, -0.1260, -0.8570, -0.4556, -0.7767, -0.4646, 0.4649, 0.4330, 0.3930, 0.3906, 0.2746, 0.3359, 0.4260, 0.4006, 0.4126, 0.4789, -1.3499, 1.0432, -0.7842, 0.2423, -0.2377, -0.7354, -0.2651, 0.0072, -0.5785, -0.2071, 0.3967, -0.5461, -0.6847, 0.4423, 0.3348, 0.2448, 0.3984, 0.4474, 0.5767, 0.3168, 0.1959, -0.3137, 1.0731, -0.2731, -0.2510

(2)
The following is a quantum chemistry calculation of a 4-piece molecular cluster, C26H18FN4O10 overall at a distorted geometry, from OMol25.

Structure (XYZ):
```
59
C26H18FN4O10 | OMol25 | ωB97M-V with the def2-TZVPD basis set
C -4.460 0.026 -3.543
C -3.682 -1.248 -3.012
C -4.743 -2.411 -2.915
N -5.445 -3.308 -2.772
C -2.640 -1.705 -4.128
O -2.062 -0.876 -4.863
O -2.408 -2.982 -4.305
C -3.082 -1.100 -1.554
N -2.675 -2.442 -1.023
C -4.290 -0.661 -0.632
N -5.136 -0.183 -0.020
C -1.912 -0.054 -1.415
O -1.265 0.391 -2.310
N -1.541 0.417 -0.040
C -0.844 -0.581 0.688
O 0.079 -1.168 0.215
F -1.298 -0.790 1.992
H -4.273 0.241 -4.633
H -5.567 -0.204 -3.481
H -4.223 0.933 -2.919
H -2.869 -2.421 -0.012
H -1.653 -2.531 -1.112
H -2.360 0.774 0.462
C 2.379 -3.089 2.998
C 2.122 -1.788 2.872
C 2.319 -0.855 4.003
O 2.083 0.334 3.891
C 2.813 -1.420 5.278
C 3.070 -2.719 5.405
C 2.873 -3.654 4.274
O 3.110 -4.841 4.389
H 2.241 -3.787 2.182
H 1.761 -1.358 1.946
H 2.951 -0.722 6.092
H 3.431 -3.149 6.330
C -4.910 3.265 -8.489
C -5.059 3.127 -7.173
C -3.889 2.947 -6.283
O -4.023 2.820 -5.085
C -2.550 2.928 -6.912
C -2.401 3.066 -8.228
C -3.570 3.246 -9.118
O -3.436 3.374 -10.320
H -5.753 3.396 -9.156
H -6.032 3.139 -6.697
H -1.707 2.795 -6.245
H -1.429 3.053 -8.705
C 7.285 -0.279 7.505
C 8.038 0.792 7.749
C 7.641 2.135 7.269
O 8.329 3.112 7.489
C 6.375 2.242 6.509
C 5.621 1.171 6.265
C 6.018 -0.172 6.746
O 5.330 -1.149 6.525
H 7.560 -1.269 7.848
H 8.966 0.732 8.303
H 6.100 3.232 6.166
H 4.692 1.232 5.711
```

## Properties
HOMO-LUMO gap: 3.93 eV
E: -2072.78977 hartree
HOMO: -4.65 eV
Total charge: -1

For reference, the natural (NBO) charges in units of e are: -0.6057, -0.2398, 0.3307, -0.3649, 0.7343, -0.7239, -0.7548, -0.0237, -0.7633, 0.2746, -0.3291, 0.6862, -0.4002, -0.7128, 0.9691, -0.5690, -0.3475, 0.2613, 0.2167, 0.2121, 0.3596, 0.3858, 0.4083, -0.2221, -0.2387, 0.4862, -0.5091, -0.2278, -0.2142, 0.4726, -0.4995, 0.2353, 0.2527, 0.2271, 0.2307, -0.2421, -0.2105, 0.4677, -0.4728, -0.1960, -0.2479, 0.4802, -0.5074, 0.2261, 0.2278, 0.2446, 0.2303, -0.2200, -0.2308, 0.4719, -0.4867, -0.2161, -0.2376, 0.4794, -0.4985, 0.2316, 0.2321, 0.2348, 0.2429

(3)
The following is a quantum chemistry calculation of C4H4O3Sn as an isolated structure at a distorted geometry, from OMol25.

Structure (XYZ):
```
12
C4H4O3Sn | OMol25 | ωB97M-V with the def2-TZVPD basis set
O 2.039 -0.011 -0.778
C 1.407 0.434 0.231
O 0.278 -0.427 0.412
O 1.582 1.389 0.939
Sn 0.940 -1.580 -0.999
C -1.425 0.523 0.911
C -2.243 0.658 -0.121
C -0.640 -0.356 1.735
H -1.851 0.607 -1.144
H -3.278 0.981 0.012
H -0.010 0.135 2.483
H -1.133 -1.294 2.002
```

## Properties
Spin multiplicity: 2
HOMO-LUMO gap (spin up / spin down): 6.19 / 8.61 eV
Expectation value of S²: 0.77
E: -594.40293 hartree
HOMO (spin up / spin down): -12.16 / -14.62 eV
Total charge: +1

For reference, the natural (NBO) charges in units of e are: -0.8244, 0.9503, -0.8015, -0.4937, 1.6199, 0.1141, -0.4140, -0.1465, 0.2040, 0.2586, 0.2708, 0.2626

(4)
The following is a quantum chemistry calculation of C28H33N2OPd as an isolated structure at a distorted geometry, from OMol25.

Structure (XYZ):
```
65
C28H33N2OPd | OMol25 | ωB97M-V with the def2-TZVPD basis set
C 2.308 -0.414 2.041
C 2.344 -1.109 0.811
C 1.961 -0.215 -0.225
H 2.708 -2.124 0.667
C 1.644 1.055 0.382
C 1.890 0.920 1.793
H 1.421 1.973 -0.152
C -1.054 -2.109 2.685
C 0.129 -2.728 2.189
C 0.082 -2.728 0.767
H 0.901 -3.203 2.797
C -1.108 -2.033 0.359
C -1.818 -1.635 1.574
H 2.025 -0.388 -1.297
H 1.906 1.741 2.499
H 2.658 -0.801 2.992
H -2.825 -1.226 1.582
H 0.742 -3.244 0.070
H -1.397 -2.116 3.719
Pd -0.122 -0.187 0.917
C -1.626 -1.836 -1.041
C -3.147 -2.079 -1.060
C -0.894 -2.699 -2.080
H -3.329 -3.116 -0.725
H -3.543 -1.951 -2.077
H -3.675 -1.388 -0.384
H -1.027 -3.767 -1.840
H 0.184 -2.461 -2.120
H -1.347 -2.500 -3.067
C -1.203 -0.362 -1.300
C -1.937 0.418 -2.364
H -0.110 -0.349 -1.490
H -1.457 0.241 -0.365
O -3.180 0.341 -2.444
N -1.172 1.249 -3.187
C -0.040 2.092 -2.739
H -1.804 1.758 -3.805
C 1.281 1.522 -3.200
C 2.480 2.172 -2.871
H 2.423 3.123 -2.330
C 3.704 1.598 -3.225
H 4.630 2.109 -2.948
C 3.732 0.391 -3.940
H 4.691 -0.057 -4.205
C 2.536 -0.235 -4.311
H 2.539 -1.165 -4.886
C 1.309 0.344 -3.956
H 0.365 -0.109 -4.276
H -0.020 2.215 -1.638
H -0.151 3.115 -3.148
C 0.551 -0.151 4.671
C -0.402 0.767 4.030
C -1.138 1.748 4.758
C -1.854 2.507 3.824
C -1.535 1.976 2.542
C -1.988 2.447 1.227
N -0.703 0.913 2.704
H 0.477 -1.180 4.307
H 0.315 -0.149 5.745
H 1.586 0.204 4.570
H -1.090 1.835 5.835
H -2.525 3.345 3.971
H -2.921 1.926 0.940
H -2.170 3.532 1.266
H -1.210 2.235 0.465
```

## Properties
Spin multiplicity: 5
HOMO-LUMO gap (spin up / spin down): 8.89 / 5.40 eV
Expectation value of S²: 6.04
E: -1398.96343 hartree
HOMO (spin up / spin down): -10.75 / -10.58 eV
Total charge: +1

For reference, the natural (NBO) charges in units of e are: -0.2576, -0.2418, -0.2233, 0.2434, -0.4055, -0.1604, 0.2464, -0.1388, -0.3409, -0.1670, 0.2374, -0.0711, -0.3091, 0.2600, 0.2408, 0.2384, 0.2452, 0.2439, 0.2327, 0.8638, -0.0717, -0.5962, -0.6123, 0.2172, 0.2462, 0.2130, 0.2295, 0.2065, 0.2327, -0.5357, 0.6912, 0.2623, 0.2132, -0.5895, -0.6363, -0.2502, 0.4124, 0.0297, -0.2571, 0.2139, -0.1860, 0.2266, -0.2175, 0.2281, -0.2032, 0.2268, -0.2654, 0.2358, 0.1878, 0.2338, -0.6863, 0.3453, -0.2557, -0.2414, 0.3265, -0.6716, -0.6175, 0.2533, 0.2467, 0.2521, 0.2416, 0.2424, 0.2637, 0.2550, 0.2239

(5)
The following is a quantum chemistry calculation of a 3-piece molecular cluster, C21H34O11 overall at a distorted geometry, from OMol25.

Structure (XYZ):
```
66
C21H34O11 | OMol25 | ωB97M-V with the def2-TZVPD basis set
C 4.500 0.495 -0.898
C 2.971 0.429 -0.626
C 2.520 -1.015 -0.825
C 2.272 1.359 -1.624
C 2.746 2.813 -1.432
C 0.759 1.269 -1.613
O 0.236 1.462 -0.306
C -1.074 0.987 -0.096
C -2.059 1.051 -1.285
C -2.427 -0.325 -1.869
C -3.332 -0.256 -3.075
O -4.232 -1.037 -3.266
O -3.126 0.799 -3.934
C -1.094 -0.316 0.727
O -1.821 -0.125 1.944
C -2.482 1.072 1.864
O -3.553 1.306 2.384
C -1.639 1.953 0.994
H 4.694 0.894 -1.889
H 4.939 -0.496 -0.867
H 4.998 1.126 -0.170
H 2.805 0.745 0.400
H 1.461 -1.159 -0.633
H 3.087 -1.669 -0.170
H 2.747 -1.331 -1.842
H 2.581 1.024 -2.613
H 3.247 2.941 -0.476
H 3.482 3.069 -2.187
H 1.932 3.529 -1.473
H 0.398 2.085 -2.244
H 0.440 0.327 -2.058
H -2.990 1.471 -0.918
H -1.718 1.719 -2.065
H -3.011 -0.846 -1.118
H -1.548 -0.930 -2.081
H -2.220 0.769 -4.250
H -0.063 -0.531 1.006
H -1.427 -1.208 0.207
H -2.140 2.837 0.629
H -0.732 2.244 1.511
C -5.594 -4.620 -1.756
C -4.317 -4.997 -1.046
C -3.749 -3.921 -0.147
O -2.339 -4.181 -0.207
C -2.082 -4.806 -1.384
O -0.998 -4.982 -1.828
O -3.236 -5.181 -1.980
H -6.331 -4.246 -1.045
H -5.401 -3.852 -2.505
H -6.020 -5.482 -2.269
H -4.442 -5.934 -0.497
H -4.099 -3.987 0.880
H -3.939 -2.916 -0.532
C 1.694 2.232 3.293
C 2.983 1.926 4.006
C 3.599 3.076 4.771
O 5.000 2.782 4.684
C 5.205 2.036 3.570
O 6.264 1.784 3.108
O 4.017 1.629 3.054
H 0.964 2.680 3.968
H 1.862 2.906 2.452
H 1.264 1.316 2.885
H 2.865 1.052 4.652
H 3.287 3.117 5.811
H 3.413 4.043 4.297
```

## Properties
SMILES: CC(C)[C@H](C)CO[C@@]1(CCC(=O)O)COC(=O)C1.C[C@@H]1COC(=O)O1.C[C@@H]1COC(=O)O1
HOMO-LUMO gap: 10.40 eV
E: -1648.25273 hartree
HOMO: -10.25 eV
Total charge: 0

For reference, the natural (NBO) charges in units of e are: -0.6088, -0.2150, -0.6044, -0.2333, -0.6137, -0.0496, -0.5473, 0.2592, -0.4276, -0.5291, 0.7951, -0.5372, -0.7064, -0.1166, -0.5007, 0.7853, -0.5432, -0.5283, 0.1969, 0.2110, 0.2232, 0.2099, 0.1923, 0.2170, 0.2025, 0.2029, 0.2116, 0.2150, 0.2070, 0.1667, 0.1665, 0.2229, 0.2313, 0.2319, 0.2359, 0.4871, 0.2054, 0.1977, 0.2351, 0.2512, -0.6322, 0.0663, -0.0954, -0.5011, 0.9694, -0.5729, -0.4918, 0.2208, 0.2391, 0.2254, 0.1831, 0.2078, 0.1826, -0.6349, 0.0637, -0.0938, -0.4915, 0.9697, -0.5646, -0.5005, 0.2237, 0.2267, 0.2263, 0.1852, 0.2059, 0.1838

(6)
The following is a quantum chemistry calculation of one molecule with the formula C4H10BNO2 at a distorted geometry, from OMol25.

Structure (XYZ):
```
18
C4H10BNO2 | OMol25 | ωB97M-V with the def2-TZVPD basis set
B -1.101 -0.948 -0.092
C 1.261 -1.421 -0.438
C 1.607 0.166 -0.668
C 2.123 0.501 0.672
C -2.811 0.798 -0.205
N -2.366 -0.568 -0.175
O 0.033 -1.483 0.193
O 0.590 0.872 -1.152
H 0.974 -1.905 -1.524
H 2.049 -1.876 0.142
H 2.491 0.267 -1.475
H 2.329 1.582 0.785
H 2.870 -0.169 1.000
H 1.318 0.188 1.309
H -3.133 1.034 0.751
H -2.052 1.610 -0.405
H -3.674 1.033 -0.866
H -3.194 -1.102 0.008
```

## Properties
HOMO-LUMO gap: 7.36 eV
E: -388.41110 hartree
HOMO: -7.34 eV
Total charge: 0

For reference, the natural (NBO) charges in units of e are: 1.3462, -0.1039, 0.1306, -0.6478, -0.4153, -0.9327, -0.6886, -0.8562, 0.1731, 0.1935, 0.1150, 0.2199, 0.1916, 0.1818, 0.1902, 0.2654, 0.2058, 0.4311